Record 1
DFT (ωB97M-V/def2-TZVPD) results for the ion C7H11Br2N2 with charge +1 in a non-equilibrium geometry.

Properties
Total charge: +1
Largest force on an atom, eV Å⁻¹: 5.5
Energy relative to the best compared isomer or geometry (same formula, charge and spin), kJ/mol: 202.8
SMILES string: C=C=[N+](/C(Br)=C\C)[C@H](Br)NC

Each atom is followed by the atoms it is bonded to, with distances in Å.
Geometry (Å):
1 C 1.85986 1.61945 2.06902  C2 1.249, H12 1.180, H13 1.103
2 C 1.38676 0.87292 1.18715  C1 1.249, N3 1.247
3 N 0.93434 0.10903 0.31161  C2 1.247, C4 1.450, C8 1.759
4 C 1.20651 0.70765 -0.98124  N3 1.450, Br5 1.991, C6 1.330
5 Br 3.15804 0.70543 -1.37534  C4 1.991
6 C 0.36833 1.49422 -1.65052  C4 1.330, C7 1.461, H14 1.095
7 C -1.05038 1.78718 -1.46032  C6 1.461, H15 1.099, H16 1.063, H17 1.095
8 C 0.16965 -1.41839 0.73184  N3 1.759, Br9 2.101, N10 1.324, H18 1.039
9 Br 1.99493 -2.12916 1.49047  C8 2.101
10 N -0.67065 -1.96577 -0.13241  C8 1.324, C11 1.447, H19 1.009
11 C -2.04174 -2.28936 0.19812  N10 1.447, H20 1.058, H21 1.134, H22 1.021
12 H 2.95522 1.59496 2.50723  C1 1.180
13 H 1.39214 2.51377 2.51480  C1 1.103
14 H 0.89689 1.90470 -2.51765  C6 1.095
15 H -1.52784 1.15594 -0.69771  C7 1.099
16 H -1.68190 1.66819 -2.30674  C7 1.063
17 H -1.32379 2.84204 -1.35364  C7 1.095
18 H -0.32218 -1.25993 1.63293  C8 1.039
19 H -0.30184 -2.46687 -0.92727  N10 1.009
20 H -2.73188 -1.91896 -0.51275  C11 1.058
21 H -2.23954 -3.40453 0.14526  C11 1.134
22 H -2.43093 -2.12251 1.12717  C11 1.021

Record 2
DFT (ωB97M-V/def2-TZVPD) results for the ion C7H11BrN5 with charge +1 in a non-equilibrium geometry.

Properties
Total charge: +1
Largest force on an atom, eV Å⁻¹: 5.6
Energy relative to the best compared isomer or geometry (same formula, charge and spin), kJ/mol: 179.7
SMILES string: C=C/C(=C(\N)N=C=N)[N@@H+]1N[C@@]1(C)Br

Each atom is followed by the atoms it is bonded to, with distances in Å.
Geometry (Å):
1 C 0.69315 2.01356 -1.13984  C2 1.346, H14 1.074, H15 1.026
2 C -0.45836 1.33797 -0.96604  C1 1.346, C3 1.432, H16 1.094
3 C -0.62121 -0.02259 -0.55112  C2 1.432, C4 1.367, N9 1.466
4 C -1.72074 -0.80753 -0.34528  C3 1.367, N5 1.408, N6 1.340
5 N -3.01142 -0.24468 -0.35977  C4 1.408, H17 0.992, H18 0.992
6 N -1.64292 -2.08021 0.06625  C4 1.340, C7 1.208
7 C -1.21307 -3.16250 -0.25326  N6 1.208, N8 1.181
8 N -0.53170 -4.12734 -0.22987  C7 1.181, H19 0.986
9 N 0.61835 -0.78392 -0.36920  C3 1.466, N10 1.466, C11 1.457, H20 1.060
10 N 0.98659 -1.57364 0.81011  N9 1.466, C11 1.436, H21 1.012
11 C 1.71251 -0.37369 0.50153  N9 1.457, N10 1.436, C12 1.537, Br13 1.994
12 C 1.53687 0.63161 1.65088  C11 1.537, H22 1.108, H23 1.052, H24 0.993
13 Br 3.53845 -0.43562 -0.29732  C11 1.994
14 H 1.59331 1.43415 -1.05635  C1 1.074
15 H 0.78974 2.95109 -1.54628  C1 1.026
16 H -1.48293 1.67597 -1.14596  C2 1.094
17 H -3.06938 0.73140 -0.19527  N5 0.992
18 H -3.53786 -0.75472 0.30814  N5 0.992
19 H -0.50256 -5.00317 -0.68221  N8 0.986
20 H 0.96264 -1.13429 -1.30824  N9 1.060
21 H 1.42413 -2.48640 0.80222  N10 1.012
22 H 0.50109 0.33758 1.91347  C12 1.108
23 H 1.77130 1.56687 1.22892  C12 1.052
24 H 2.17562 0.44532 2.38764  C12 0.993

Record 3
DFT (ωB97M-V/def2-TZVPD) results for an isolated molecule of C7H11BrO2 in a non-equilibrium geometry.

Properties
Total charge: 0
Largest force on an atom, eV Å⁻¹: 3.4
Energy relative to the best compared isomer or geometry (same formula, charge and spin), kJ/mol: 66.4
SMILES string: CO[C@]1(C)C(=O)C[C@]1(C)Br

Each atom is followed by the atoms it is bonded to, with distances in Å.
Geometry (Å):
1 C -0.33771 0.70749 -2.97299  O2 1.507, H11 1.083, H12 1.101, H13 1.126
2 O 0.28406 0.95221 -1.62169  C1 1.507, C3 1.395
3 C 0.34507 -0.03161 -0.63499  O2 1.395, C4 1.496, C5 1.586, C8 1.900
4 C 1.76955 -0.27441 -0.24623  C3 1.496, H14 1.063, H15 1.018, H16 1.077
5 C -0.67831 -1.24226 -0.67931  C3 1.586, O6 1.201, C7 1.497
6 O -1.19045 -1.79249 -1.61620  C5 1.201
7 C -1.09034 -1.17309 0.75798  C5 1.497, C8 1.585, H17 1.121, H18 1.061
8 C -0.69149 0.35388 0.90939  C3 1.900, C7 1.585, C9 1.527, Br10 1.935
9 C 0.07948 0.81016 2.14654  C8 1.527, H19 1.053, H20 1.041, H21 1.084
10 Br -2.22640 1.46008 0.50475  C8 1.935
11 H 0.22681 -0.11092 -3.40230  C1 1.083
12 H -0.03710 1.72218 -3.27798  C1 1.101
13 H -1.43646 0.47135 -3.04697  C1 1.126
14 H 2.15871 0.68079 0.00979  C4 1.063
15 H 2.38207 -0.68428 -0.94920  C4 1.018
16 H 2.06583 -0.87475 0.59703  C4 1.077
17 H -2.20787 -1.25150 0.71008  C7 1.121
18 H -0.63631 -1.89096 1.39444  C7 1.061
19 H -0.46812 0.49605 2.98881  C9 1.053
20 H 0.09542 1.85074 2.16630  C9 1.041
21 H 1.01986 0.27133 2.14385  C9 1.084

What did the first record say?
DFT (ωB97M-V/def2-TZVPD) results for the ion C7H11Br2N2 with charge +1 in a non-equilibrium geometry.

Properties
Total charge: +1
Largest force on an atom, eV Å⁻¹: 5.5
Energy relative to the best compared isomer or geometry (same formula, charge and spin), kJ/mol: 202.8
SMILES string: C=C=[N+](/C(Br)=C\C)[C@H](Br)NC

Each atom is followed by the atoms it is bonded to, with distances in Å.
Geometry (Å):
1 C 1.85986 1.61945 2.06902  C2 1.249, H12 1.180, H13 1.103
2 C 1.38676 0.87292 1.18715  C1 1.249, N3 1.247
3 N 0.93434 0.10903 0.31161  C2 1.247, C4 1.450, C8 1.759
4 C 1.20651 0.70765 -0.98124  N3 1.450, Br5 1.991, C6 1.330
5 Br 3.15804 0.70543 -1.37534  C4 1.991
6 C 0.36833 1.49422 -1.65052  C4 1.330, C7 1.461, H14 1.095
7 C -1.05038 1.78718 -1.46032  C6 1.461, H15 1.099, H16 1.063, H17 1.095
8 C 0.16965 -1.41839 0.73184  N3 1.759, Br9 2.101, N10 1.324, H18 1.039
9 Br 1.99493 -2.12916 1.49047  C8 2.101
10 N -0.67065 -1.96577 -0.13241  C8 1.324, C11 1.447, H19 1.009
11 C -2.04174 -2.28936 0.19812  N10 1.447, H20 1.058, H21 1.134, H22 1.021
12 H 2.95522 1.59496 2.50723  C1 1.180
13 H 1.39214 2.51377 2.51480  C1 1.103
14 H 0.89689 1.90470 -2.51765  C6 1.095
15 H -1.52784 1.15594 -0.69771  C7 1.099
16 H -1.68190 1.66819 -2.30674  C7 1.063
17 H -1.32379 2.84204 -1.35364  C7 1.095
18 H -0.32218 -1.25993 1.63293  C8 1.039
19 H -0.30184 -2.46687 -0.92727  N10 1.009
20 H -2.73188 -1.91896 -0.51275  C11 1.058
21 H -2.23954 -3.40453 0.14526  C11 1.134
22 H -2.43093 -2.12251 1.12717  C11 1.021

- largest force on an atom of number 2 (C7H11BrN5)?
  5.6 eV Å⁻¹

What did the first record say?
DFT (ωB97M-V/def2-TZVPD) results for the ion C7H11Br2N2 with charge +1 in a non-equilibrium geometry.

Properties
Total charge: +1
Largest force on an atom, eV Å⁻¹: 5.5
Energy relative to the best compared isomer or geometry (same formula, charge and spin), kJ/mol: 202.8
SMILES string: C=C=[N+](/C(Br)=C\C)[C@H](Br)NC

Each atom is followed by the atoms it is bonded to, with distances in Å.
Geometry (Å):
1 C 1.85986 1.61945 2.06902  C2 1.249, H12 1.180, H13 1.103
2 C 1.38676 0.87292 1.18715  C1 1.249, N3 1.247
3 N 0.93434 0.10903 0.31161  C2 1.247, C4 1.450, C8 1.759
4 C 1.20651 0.70765 -0.98124  N3 1.450, Br5 1.991, C6 1.330
5 Br 3.15804 0.70543 -1.37534  C4 1.991
6 C 0.36833 1.49422 -1.65052  C4 1.330, C7 1.461, H14 1.095
7 C -1.05038 1.78718 -1.46032  C6 1.461, H15 1.099, H16 1.063, H17 1.095
8 C 0.16965 -1.41839 0.73184  N3 1.759, Br9 2.101, N10 1.324, H18 1.039
9 Br 1.99493 -2.12916 1.49047  C8 2.101
10 N -0.67065 -1.96577 -0.13241  C8 1.324, C11 1.447, H19 1.009
11 C -2.04174 -2.28936 0.19812  N10 1.447, H20 1.058, H21 1.134, H22 1.021
12 H 2.95522 1.59496 2.50723  C1 1.180
13 H 1.39214 2.51377 2.51480  C1 1.103
14 H 0.89689 1.90470 -2.51765  C6 1.095
15 H -1.52784 1.15594 -0.69771  C7 1.099
16 H -1.68190 1.66819 -2.30674  C7 1.063
17 H -1.32379 2.84204 -1.35364  C7 1.095
18 H -0.32218 -1.25993 1.63293  C8 1.039
19 H -0.30184 -2.46687 -0.92727  N10 1.009
20 H -2.73188 -1.91896 -0.51275  C11 1.058
21 H -2.23954 -3.40453 0.14526  C11 1.134
22 H -2.43093 -2.12251 1.12717  C11 1.021